C30H50IrP4S as an isolated structure at a distorted geometry, computed with ωB97M-V with the def2-TZVPD basis set.

LUMO energy (alpha / beta): -9.8 / -12.2 eV
Total charge: +3
2S+1: 5
Kohn-Sham gap (alpha / beta): 5.07 / 4.45 eV
DFT total energy: -82722.45127 eV

Structure (XYZ):
```
86
Properties=species:S:1:pos:R:3:mulliken_charge:R:1
Ir 0.133 0.633 -0.030 1.97
S 0.744 -3.041 -3.366 -0.10
P 2.217 1.394 -0.438 1.13
P -2.091 -0.109 -0.318 0.55
P 0.754 -0.919 1.508 1.06
P -0.632 2.571 0.949 0.57
C -1.909 -0.914 -5.516 -0.88
C 0.762 -0.155 3.187 0.49
C 0.703 1.166 5.658 -0.91
C -0.959 3.887 -0.276 -1.15
C -0.228 -1.681 -3.942 -0.09
C -0.257 -2.439 1.762 0.45
C -0.201 -0.396 -3.359 -0.10
C 1.960 0.099 3.878 -0.98
C 2.188 2.929 -1.420 -1.42
C 3.228 0.226 -1.377 -0.56
C -0.494 0.885 4.990 -0.92
C -0.775 -2.846 3.006 -0.50
C 1.921 0.767 5.106 -0.76
C -1.146 -1.943 -4.974 -0.47
C -1.209 -4.426 0.732 -0.25
C 0.543 3.282 2.159 -0.90
C -1.797 -4.781 1.953 -0.79
C 2.374 -1.705 1.312 -1.74
C -3.049 1.130 -1.263 -1.15
C -1.559 -4.001 3.087 -0.56
C -0.926 0.649 -3.930 -0.73
C 3.210 1.731 1.047 -1.26
C -1.778 0.385 -5.009 -0.67
C 2.616 -0.099 -4.243 -0.30
C -3.082 -0.505 1.180 -1.16
C -2.137 2.673 2.002 -1.53
C -2.442 -1.638 -1.275 -0.51
C -0.385 -3.297 0.652 -0.49
C 2.742 -1.436 -4.073 -0.48
C -0.466 0.217 3.763 -0.98
H 4.197 0.674 -1.657 0.66
H 3.225 -1.907 -3.213 0.47
H 3.384 -0.753 -0.905 0.45
H -1.405 -0.049 3.263 0.91
H 0.394 -0.245 -2.452 0.53
H 4.159 1.188 0.953 0.48
H -1.537 4.679 0.219 0.49
H 1.799 0.321 -4.843 0.33
H -3.241 2.041 -0.686 0.46
H 2.918 -0.240 3.470 0.39
H 0.160 -3.083 -0.277 -0.06
H -4.135 -0.600 0.876 0.59
H 3.393 2.811 1.095 0.53
H 2.682 1.397 1.951 0.18
H -0.244 -3.806 -2.915 0.25
H -2.569 -1.118 -6.360 0.44
H 1.358 2.903 -2.140 0.21
H -1.216 -2.964 -5.353 0.52
H -1.383 -5.045 -0.149 0.45
H 0.019 4.077 2.709 0.58
H -2.010 2.065 2.906 0.17
H 2.527 -2.400 2.147 0.57
H -4.011 0.680 -1.547 0.56
H 2.857 0.966 5.628 0.47
H -2.746 -1.458 1.612 0.22
H -2.439 -5.660 2.027 0.43
H -2.505 1.390 -2.180 0.00
H -2.236 3.727 2.305 0.65
H -2.373 1.191 -5.436 0.46
H -0.016 4.301 -0.646 0.41
H -1.725 -1.727 -2.095 -0.42
H -3.453 -1.574 -1.702 0.65
H 2.648 0.062 -2.291 -1.03
H 2.057 3.786 -0.746 0.45
H -0.549 -2.271 3.908 0.46
H 0.677 1.684 6.617 0.44
H 3.478 0.557 -4.094 0.38
H -1.542 3.492 -1.117 0.23
H -1.970 -4.281 4.058 0.46
H 0.843 2.500 2.872 0.09
H -2.385 -2.537 -0.649 0.26
H 2.574 -2.072 -4.953 0.55
H -3.042 2.377 1.463 0.45
H 1.421 3.711 1.664 0.41
H -0.861 1.671 -3.527 0.60
H 3.135 3.044 -1.968 0.53
H 3.190 -0.977 1.297 0.58
H -1.451 1.165 5.427 0.53
H 2.377 -2.276 0.376 0.44
H -3.005 0.286 1.931 0.26
```

A 2-piece molecular cluster, C4H14N overall at a distorted geometry, computed with ωB97M-V with the def2-TZVPD basis set.

LUMO energy (alpha / beta): 1.0 / 0.7 eV
2S+1: 2
Kohn-Sham gap (alpha / beta): 5.01 / 11.66 eV
DFT total energy: -5859.49894 eV

Structure (XYZ):
```
19
Properties=species:S:1:pos:R:3:mulliken_charge:R:1
N 1.686 -1.850 -1.376 -1.20
C -0.592 -0.976 -0.640 -0.81
C 0.838 -0.658 -0.834 -1.59
C -1.581 1.422 1.405 -0.63
C -0.217 2.032 1.216 -0.56
H 0.293 2.553 2.072 0.32
H -1.350 -0.322 -1.158 0.38
H -1.817 0.469 0.878 -0.06
H -0.751 -2.113 -0.939 0.34
H 1.321 -1.886 -2.463 0.70
H 0.170 2.547 0.391 0.38
H 0.955 0.286 -1.493 -0.22
H 1.540 -2.765 -0.936 0.71
H 2.800 -1.484 -1.411 0.85
H 0.628 1.171 1.113 0.04
H -1.786 1.180 2.497 0.19
H -1.038 -1.008 0.540 0.23
H 1.372 -0.433 0.060 0.59
H -2.472 1.833 1.078 0.33
```

> Among the records above, which one has the highest DFT total energy?

C4H14N